[1]
Molecular formula: C28H31FeN7O5S2Se2
Method: DFT, ωB97M-V/def2-TZVPD

2S+1: 2
Orbital gap (spin up / spin down) in eV: 7.4080 / 6.7293
Charge: +1

XYZ file:
```
76
Properties=species:S:1:pos:R:3:forces:R:3
Fe 0.275226 -0.378299 0.032343 0.0 0.1 0.6
N -0.597161 -1.234529 1.662554 -0.1 0.0 -0.1
C -0.509468 -0.176675 2.699173 -0.1 0.0 0.0
C -1.294579 -0.461427 3.968378 0.1 0.0 0.0
C -0.940958 -1.773219 4.673915 0.1 0.0 0.0
C 0.455622 -1.802372 5.303740 0.0 0.0 0.0
N 1.576522 -1.764751 4.356488 -0.1 0.1 0.0
C 1.969280 -2.761444 3.574342 0.1 0.0 -0.1
N 1.569024 -4.016846 3.822017 0.0 0.0 0.0
N 2.765065 -2.486073 2.546915 -0.1 0.0 0.0
C -0.873778 1.156272 2.017236 0.1 0.1 0.0
O -1.538869 1.988526 2.607575 0.0 -0.1 0.0
O -0.374117 1.272698 0.833996 -0.2 -0.2 0.0
H -1.572009 -1.455682 1.476705 0.0 0.0 0.0
H -0.164305 -2.106871 1.948280 0.1 0.0 0.1
H 0.544973 -0.037525 2.916846 0.0 -0.1 0.0
H -2.363064 -0.432927 3.741093 0.0 -0.1 0.0
H -1.122219 0.368908 4.656770 -0.1 0.1 -0.1
H -1.066161 -2.631155 4.004451 0.0 0.0 0.0
H -1.647974 -1.923696 5.492374 0.0 0.0 0.0
H 0.576006 -2.675994 5.947811 0.0 0.0 0.0
H 0.587574 -0.935475 5.949773 0.0 0.0 0.0
H 1.993425 -0.870177 4.144138 0.0 0.0 0.0
H 1.120419 -4.256578 4.687949 0.0 0.0 0.0
H 1.860847 -4.766568 3.220537 0.0 0.0 0.0
H 2.663376 -1.548991 2.100473 0.0 -0.2 0.0
H 3.095714 -3.240668 1.964792 0.0 0.1 0.0
O 3.740181 0.923581 1.457257 0.0 0.0 0.1
C 2.754741 0.609373 0.823383 -0.1 0.1 -0.1
O 1.892895 -0.296614 1.173764 0.0 0.2 -0.1
C 2.495266 1.199416 -0.551807 0.0 0.0 0.0
C 3.475211 2.017335 -1.137666 0.0 0.0 0.0
C 3.310301 2.398399 -2.435343 0.0 0.0 0.0
C 2.143944 2.014907 -3.130629 0.0 0.0 0.0
C 1.918984 2.368366 -4.484412 0.0 0.0 0.0
C 0.755882 2.021163 -5.103859 0.0 0.0 0.0
C -0.255750 1.346783 -4.381986 0.0 0.0 0.0
C -0.062663 0.985044 -3.080749 0.0 0.0 0.0
C 1.165144 1.265943 -2.440444 0.0 0.0 0.0
N 1.388226 0.822951 -1.164775 0.1 -0.1 -0.2
H 4.333329 2.290798 -0.541638 0.0 0.0 0.0
H 4.056823 2.998358 -2.941398 0.0 0.0 0.0
H 2.685468 2.923951 -5.010117 0.0 0.0 0.0
H 0.592262 2.280212 -6.141315 0.0 0.0 0.0
H -1.204703 1.140017 -4.858449 0.0 0.0 0.0
H -0.857387 0.540960 -2.502295 0.0 -0.1 0.0
Se -1.039847 -3.831956 -0.645889 0.2 0.0 0.0
Se -1.178357 -2.298262 -2.387326 -0.5 -0.5 -0.6
C -2.591279 -1.246164 -1.654022 0.4 0.2 0.1
C -3.898168 -1.364721 -2.082554 0.0 0.0 0.0
C -4.847927 -0.547507 -1.482720 -0.1 -0.1 -0.1
C -4.445236 0.330044 -0.498204 0.0 0.0 0.1
C -3.100659 0.390649 -0.154167 0.0 -0.1 -0.1
N -2.172058 -0.380293 -0.729455 0.1 0.1 0.2
C 0.862244 -3.572630 -0.481129 -0.2 0.2 0.0
C 1.668337 -4.697700 -0.357321 0.1 0.0 0.1
C 3.043659 -4.528111 -0.347845 0.0 -0.1 0.0
C 3.553142 -3.249957 -0.505209 0.0 0.0 -0.1
C 2.667224 -2.192374 -0.624245 0.0 -0.2 -0.2
N 1.335166 -2.327805 -0.578224 0.2 0.1 0.2
H -4.161900 -2.074081 -2.853354 0.0 0.0 0.0
H -5.886046 -0.606392 -1.781930 0.0 0.0 0.0
H -5.152449 0.980241 -0.003189 0.0 0.0 0.0
H -2.757984 1.095040 0.585551 0.1 0.1 0.1
H 1.221413 -5.681557 -0.319044 0.0 0.0 0.0
H 3.701625 -5.384055 -0.268513 0.0 0.0 0.0
H 4.617160 -3.065180 -0.549133 0.0 0.0 0.0
H 3.046616 -1.194929 -0.759405 0.0 0.1 -0.1
C -2.579349 5.850350 -3.940963 0.0 0.0 0.0
O -2.028458 5.253209 -2.750536 0.0 0.0 0.0
C -2.345653 4.013925 -2.484754 -0.1 -0.1 0.0
S -3.314897 2.989043 -3.377588 0.0 0.0 0.0
S -1.778884 3.210737 -1.133284 0.1 0.1 0.0
H -2.164539 6.851703 -3.970541 0.0 0.0 0.0
H -3.664773 5.883928 -3.870777 0.0 0.0 0.0
H -2.278353 5.279602 -4.817416 0.0 0.0 0.0
```
Forces are in eV/Å.



[2]
Molecular formula: C28H31GaN6O4P2
Method: DFT, ωB97M-V/def2-TZVPD

Orbital gap in eV: 6.3210
Charge: +2

XYZ file:
```
72
Properties=species:S:1:pos:R:3:forces:R:3
Ga 1.611625 2.281806 0.117104 0.3 0.1 0.2
N 2.414882 2.904332 2.007740 -0.1 -0.1 -0.3
C 2.365890 4.392704 1.980423 0.0 0.1 -0.1
C 1.343195 4.902059 0.973686 -0.1 -0.3 -0.1
O 0.897918 6.006673 1.013538 0.1 -0.1 0.0
O 1.040203 4.009872 0.016638 -0.2 0.3 0.0
H 1.940289 2.562948 2.834698 -0.1 -0.1 0.1
H 3.372533 2.583344 2.081638 0.2 0.0 0.1
H 3.328933 4.783193 1.654451 0.1 0.0 0.1
H 2.142240 4.818017 2.951459 0.0 0.0 0.1
N -0.072213 3.285958 -2.448138 0.1 0.0 0.1
N 0.851435 3.150787 -3.494656 -0.1 0.0 0.2
C 2.067349 2.681999 -3.267948 0.2 -0.1 0.0
N 2.948667 2.614319 -4.249550 0.0 0.0 -0.1
N 2.330105 2.328213 -1.976022 0.0 -0.1 0.2
N 3.556958 1.960688 -1.591837 0.3 0.0 -0.2
O 3.611132 1.907928 -0.315787 -0.2 -0.1 -0.2
O 4.501006 1.706494 -2.293441 -0.5 0.2 0.4
H -1.005474 3.273964 -2.836082 -0.1 -0.2 -0.1
H 0.079768 4.172742 -1.975117 0.0 0.0 0.1
H 0.616798 3.497689 -4.408313 0.0 0.1 -0.2
H 2.727376 2.934792 -5.177840 0.0 0.0 0.0
H 3.863040 2.238813 -4.073844 0.2 -0.1 0.0
C 0.260555 -0.642118 1.630358 0.1 -0.2 -0.5
P 0.391421 0.240789 0.037171 0.2 0.2 0.3
C 1.435682 -0.727847 -1.069686 -0.2 0.0 -0.1
C 1.097069 -1.094016 -2.369806 -0.1 0.0 0.0
C 2.005080 -1.807130 -3.140872 0.0 0.0 -0.1
C 3.244925 -2.149909 -2.622445 0.1 0.0 0.1
C 3.585476 -1.782446 -1.324052 0.1 0.0 0.0
C 2.684968 -1.074327 -0.548524 0.0 -0.1 0.0
C -1.265160 0.732536 -0.459607 0.1 0.0 -0.1
C -1.983604 0.226095 -1.536787 0.1 0.0 -0.1
C -3.280191 0.665527 -1.758474 -0.1 0.1 0.0
C -3.860384 1.603862 -0.912990 0.0 0.0 0.0
C -3.139564 2.116390 0.159601 0.0 0.0 0.1
C -1.842709 1.682877 0.385017 -0.1 0.1 -0.1
P 0.050341 -2.516652 1.378190 -0.2 0.2 0.1
C -0.587456 -2.947224 3.040435 0.1 -0.1 -0.1
C -1.179018 -4.209726 3.145943 0.0 0.1 0.1
C -1.677542 -4.648202 4.362365 0.0 0.0 0.0
C -1.578843 -3.836141 5.488298 0.0 -0.1 0.0
C -0.971571 -2.595700 5.394757 0.1 0.1 0.0
C -0.470260 -2.151849 4.174883 0.0 0.0 0.0
C -1.522168 -2.533980 0.424513 0.1 0.0 0.0
C -2.695991 -1.931608 0.885976 -0.1 -0.1 0.0
C -3.873254 -2.059019 0.168121 0.0 0.0 0.0
C -3.895013 -2.799022 -1.014494 0.0 0.0 0.1
C -2.736563 -3.401923 -1.479798 0.0 0.0 0.0
C -1.550322 -3.267681 -0.759814 0.0 0.1 0.0
H -0.576147 -0.208488 2.176072 0.0 0.1 0.1
H 1.188991 -0.501775 2.183823 0.0 0.1 0.1
H 0.125556 -0.849193 -2.775238 0.2 0.0 -0.1
H 1.735661 -2.103243 -4.147526 0.0 0.0 0.1
H 3.946819 -2.714631 -3.224050 0.0 0.0 0.0
H 4.552735 -2.050711 -0.916705 -0.1 0.0 0.0
H 2.952450 -0.812877 0.469537 0.0 0.0 0.0
H -1.561927 -0.527721 -2.187231 -0.2 0.0 0.1
H -3.848429 0.255130 -2.585692 0.1 0.0 0.1
H -4.880778 1.929134 -1.081771 0.1 0.0 0.0
H -3.586048 2.848484 0.821095 0.0 0.0 0.0
H -1.278947 2.095891 1.217425 -0.1 0.0 0.0
H -1.254098 -4.846786 2.269889 0.0 0.0 0.1
H -2.144077 -5.623689 4.432814 0.0 0.1 0.0
H -1.968366 -4.178374 6.439478 0.0 0.0 -0.1
H -0.886151 -1.968295 6.274126 0.0 0.0 -0.1
H 0.012448 -1.181210 4.123595 -0.1 -0.1 0.1
H -2.697868 -1.387799 1.826273 0.0 0.0 0.0
H -4.784251 -1.602044 0.539673 0.1 0.0 0.0
H -4.825688 -2.917572 -1.559055 0.1 0.0 0.0
H -2.757946 -3.990387 -2.390738 0.0 0.0 0.1
H -0.643501 -3.754735 -1.106869 -0.1 0.0 0.0
```
Forces are in eV/Å.



[3]
Molecular formula: C28H31IIrN6O8S3
Method: DFT, ωB97M-V/def2-TZVPD

2S+1: 6
Orbital gap (spin up / spin down) in eV: 6.8824 / 4.1869

XYZ file:
```
78
Properties=species:S:1:pos:R:3:forces:R:3
Ir 0.577694 0.390359 -0.136732 0.6 0.0 0.3
N 1.855921 1.378022 -1.912971 -0.1 0.0 -0.2
C 3.227056 0.873217 -1.848851 0.0 0.0 0.1
C 3.221337 -0.564809 -1.369206 0.0 -0.2 -0.1
O 4.204934 -1.268279 -1.491274 0.0 0.1 0.0
N 2.031894 -0.953390 -0.813572 0.1 0.1 0.0
C 1.937373 -2.323406 -0.347054 -0.1 -0.1 0.0
C 1.072234 -2.332985 0.906094 -0.1 0.1 -0.1
O 1.250884 -3.086103 1.830747 0.0 -0.3 0.2
O 0.092778 -1.463545 0.834494 -0.4 0.3 -0.3
H 1.345253 0.978646 -2.695842 0.1 0.1 0.0
H 1.854731 2.383704 -2.015179 -0.1 0.0 0.0
H 3.782794 1.468167 -1.121682 0.0 0.0 0.0
H 3.762942 0.931978 -2.798112 0.0 -0.1 0.0
H 2.909314 -2.789181 -0.191949 0.0 0.1 0.1
H 1.385923 -2.914743 -1.091144 0.2 -0.1 0.0
C -1.677293 -6.384957 -3.962401 0.0 -0.1 -0.1
O -1.104873 -5.305418 -3.205467 0.0 0.0 -0.1
C -1.898404 -4.595770 -2.451619 0.3 0.0 0.1
S -3.531354 -4.790910 -2.226871 -0.2 0.1 0.0
S -1.283364 -3.368507 -1.490994 -0.2 0.1 0.0
H -0.830136 -6.882875 -4.421044 0.0 0.0 0.0
H -2.351740 -5.988596 -4.720327 0.0 0.0 0.0
H -2.214571 -7.064189 -3.301603 0.0 0.0 0.0
I 1.134999 -1.586540 5.468179 0.0 0.0 0.0
C 2.039339 -0.545995 3.917605 0.0 0.0 0.1
C 3.414865 -0.406914 3.837759 0.0 0.0 0.0
C 3.940449 0.312147 2.777554 0.0 0.1 0.0
C 3.081559 0.819496 1.825126 -0.1 0.3 0.0
N 1.753424 0.662511 1.884030 0.1 -0.5 0.1
C 1.245620 0.005005 2.930961 -0.1 0.1 0.0
H 4.061809 -0.840024 4.586847 0.0 0.0 0.0
H 5.001092 0.497170 2.696808 0.0 0.0 0.0
H 3.453985 1.425056 1.011457 0.0 0.0 -0.1
H 0.170049 -0.083192 2.976153 0.0 -0.1 -0.1
C -5.308299 -1.300511 -1.405894 -0.1 0.0 0.0
N -4.012967 -0.924285 -1.935961 -0.1 -0.1 0.0
N -3.081450 -0.238378 -1.192478 0.3 -0.1 -0.1
C -2.069412 0.175811 -2.033947 -0.1 0.1 0.2
O -1.039298 0.802001 -1.643183 -0.1 0.1 -0.1
C -2.453513 -0.206281 -3.334685 0.0 0.0 0.0
C -3.657836 -0.856602 -3.228447 0.0 0.0 -0.1
C -4.544718 -1.389201 -4.296705 0.0 0.0 0.0
C -3.023913 -0.317673 0.227919 0.0 0.2 0.1
C -3.145333 -1.527789 0.890732 0.1 -0.1 0.0
C -3.054291 -1.551956 2.273683 0.0 0.0 0.0
C -2.848870 -0.381579 2.987639 0.1 0.0 0.0
C -2.745621 0.828886 2.315015 0.1 0.0 0.0
C -2.834440 0.864976 0.931389 -0.1 0.0 0.0
H -5.370701 -0.988871 -0.367751 0.0 0.0 0.0
H -5.433751 -2.381590 -1.462205 0.0 0.0 0.0
H -6.098564 -0.805046 -1.968920 0.0 0.0 0.0
H -1.888664 -0.031592 -4.230520 0.0 0.0 -0.1
H -4.049457 -1.299135 -5.260022 0.0 0.0 0.0
H -5.481912 -0.831599 -4.339211 0.0 0.0 0.0
H -4.780388 -2.437654 -4.120671 0.0 -0.1 0.0
H -3.274152 -2.445619 0.333590 0.0 0.0 0.0
H -3.120075 -2.497916 2.792806 0.0 0.0 0.0
H -2.764872 -0.412911 4.065767 0.0 0.0 0.0
H -2.617657 1.750321 2.869773 0.0 0.0 0.0
H -2.823383 1.799900 0.387764 0.1 0.0 0.0
N 0.151749 2.730772 0.165712 0.1 -0.3 0.0
C 1.208265 3.473722 0.810669 -0.1 0.1 -0.1
C 2.242511 4.020218 0.067808 0.0 -0.1 0.1
C 3.350604 4.548308 0.716548 0.0 0.0 0.0
C 3.410428 4.547955 2.100439 -0.1 0.0 0.0
C 2.326647 4.086227 2.836671 0.1 0.0 0.0
C 1.224928 3.553443 2.193749 0.0 -0.1 0.0
S 4.867958 5.164436 2.944458 -0.1 -0.1 -0.1
O 5.903977 5.020625 1.935218 0.1 0.0 0.1
O 4.504477 6.529661 3.273791 0.1 0.0 0.0
O 4.978919 4.262931 4.079901 0.1 0.0 0.0
H -0.709061 2.798754 0.696994 0.0 0.0 0.0
H -0.035066 3.049838 -0.779013 -0.1 0.0 0.1
H 2.198826 4.038336 -1.013350 0.0 0.0 -0.1
H 4.190949 4.945674 0.164172 0.0 0.0 0.0
H 2.385084 4.111476 3.916118 0.0 0.0 0.0
H 0.403827 3.136766 2.764719 -0.1 0.0 0.1
```
Forces are in eV/Å.



Relative energy (zero: lowest compared OMol25 entry of this formula, charge and spin) values (in kcal/mol) by entry order: 18.50, 0.00, 11.33.